DFT (ωB97M-V with the def2-TZVPD basis set) results for one molecule with the formula C5H5N.

Structure (ORCA input):
```
! RIJCOSX wB97M-V def2-TZVPD def2/J DEFGRID3
* xyz 0 1
C -2.2590 0.3468 -0.1420
C -1.2447 -0.7408 -0.0360
C 0.1155 -0.4839 -0.0002
C 1.4085 -0.2204 0.0261
C 2.7136 0.0686 0.0831
N 3.8815 0.3356 -0.1120
H -3.1169 0.0026 -0.7136
H -1.8395 1.2254 -0.6253
H -2.6147 0.6428 0.8482
H -1.5721 -1.7624 0.0496
H 4.5277 0.5856 0.6221
*
```

The value obtained for the HOMO energy is -7.8 eV. As for the SMILES: CC=C=C=C=N. The calculation puts the largest force on an atom at 4.16 eV/Å. The value obtained for the total energy is -6752.3441 eV. The frontier orbital gap is 0.2952 Ha. The energy relative to the best compared isomer or geometry (same formula, charge and spin) is 343.8 kJ/mol.

In the Mulliken picture, each atom carries the following charge in e: C -0.965; C -0.874; C 0.238; C 0.794; C -0.140; N -0.546; H 0.303; H 0.313; H 0.254; H 0.340; H 0.284

=====

DFT (ωB97M-V with the def2-TZVPD basis set) results for C12H35N3O5Ti as an isolated structure.

Structure (ORCA input):
```
! RIJCOSX wB97M-V def2-TZVPD def2/J DEFGRID3
* xyz 0 5
Ti 1.0725 -0.4315 0.1226
O 1.5853 -1.3789 2.1383
H 1.7848 -1.0131 3.0220
O 2.5945 -1.7489 -0.8694
H 3.0691 -1.3061 -1.5996
C -0.9715 -1.3536 -4.2706
C -0.4253 -1.7477 -2.8673
C 0.2475 -3.0885 -2.9463
O -0.7952 -4.0520 -3.2373
C -0.2598 -5.2488 -3.6561
N 0.6338 -0.8332 -2.5471
H -0.1946 -1.1487 -5.0072
H -1.4461 -0.3809 -4.1412
H -1.7029 -2.1044 -4.5697
H -1.2215 -1.7550 -2.1230
H 0.8035 -3.3215 -2.0382
H 0.9720 -3.0051 -3.7564
H 0.5348 -5.6380 -3.0194
H 0.1252 -5.1776 -4.6734
H -1.1065 -5.9326 -3.7143
H 1.2163 -0.6689 -3.3557
H 1.2759 -1.2921 -1.9168
C 1.9623 3.2658 -1.1314
C 0.5176 2.9540 -0.8160
C -0.3553 2.5399 -2.0747
O -0.3966 3.7278 -2.7826
C -0.6565 3.3862 -4.1452
N 0.4999 1.8864 0.1263
H 2.0775 3.9671 -1.9578
H 2.4384 2.3624 -1.5126
H 2.5709 3.6052 -0.2932
H 0.0887 3.8018 -0.2817
H -1.3151 2.1333 -1.7561
H 0.2791 1.8291 -2.6043
H -1.5581 2.7887 -4.2801
H 0.1711 2.8295 -4.5847
H -0.8030 4.3477 -4.6373
H -0.4373 1.9445 0.4983
H 1.1297 2.1446 0.8724
C -2.1814 1.2154 4.5632
C -0.9238 0.4373 4.2390
C -0.7068 -0.7729 5.1637
O -0.8414 -0.4876 6.5401
C 0.1722 0.2285 7.1480
N -0.8762 0.0055 2.8301
H -2.2454 1.4654 5.6222
H -3.1074 0.6749 4.3670
H -2.1180 2.1370 3.9846
H -0.0643 1.0805 4.4277
H 0.2289 -1.3097 5.0075
H -1.5096 -1.4964 5.0214
H 0.0303 0.2453 8.2286
H 0.4359 1.2167 6.7712
H 1.0836 -0.3539 7.0132
H -1.4436 -0.8270 2.7589
H 0.0617 -0.3461 2.7005
*
```

The value obtained for the HOMO energy (alpha / beta) is -4.8 / -8.3 eV. The calculation puts the largest force on an atom at 3.90 eV/Å. The value obtained for the total energy is -50827.0711 eV. The frontier orbital gap (alpha / beta) is 0.1819 / 0.1728 Ha. The energy relative to the best compared isomer or geometry (same formula, charge and spin) is 0.0 kJ/mol.

In the Mulliken picture, each atom carries the following charge in e: Ti 0.141; O -0.324; H 0.251; O -0.947; H 0.154; C -1.395; C 0.182; C -0.717; O -0.332; C -0.792; N 0.050; H 0.362; H 0.300; H 0.384; H 0.201; H 0.537; H 0.338; H 0.313; H 0.319; H 0.257; H 0.264; H 0.090; C -1.526; C 0.166; C -0.123; O -0.381; C -0.790; N -0.295; H 0.362; H 0.271; H 0.414; H 0.327; H 0.436; H -0.034; H 0.321; H 0.329; H 0.279; H 0.167; H 0.239; C -1.461; C 0.470; C -0.683; O -0.361; C -0.765; N -0.323; H 0.346; H 0.345; H 0.337; H 0.309; H 0.358; H 0.377; H 0.275; H 0.283; H 0.337; H 0.296; H 0.062

=====

DFT (ωB97M-V with the def2-TZVPD basis set) results for C22H28Br4N6O2Pd as an isolated structure.

Structure (ORCA input):
```
! RIJCOSX wB97M-V def2-TZVPD def2/J DEFGRID3
* xyz 0 1
Pd -0.3157 0.9972 -0.1946
C 2.5904 1.6310 0.2809
N 3.1992 0.6340 -0.5696
C 4.2013 1.2003 -1.4495
C 2.5518 -0.5260 -0.8852
N 1.3010 -0.6956 -0.5562
C 0.6708 -1.9413 -0.5898
C 1.3106 -3.1383 -0.2687
C 0.6565 -4.3485 -0.4112
C -0.6402 -4.3881 -0.8922
C -1.3328 -3.2079 -1.0861
C -0.7123 -1.9778 -0.8792
N -1.4040 -0.7809 -1.0164
C -2.5954 -0.5825 -0.5093
N -3.1633 -1.3511 0.4624
C -4.5893 -1.5467 0.5464
C -2.3721 -1.9869 1.4901
N -3.3680 0.4543 -1.0082
C -2.8191 1.1472 -2.1544
C -3.8604 1.4090 -0.0257
N 3.3366 -1.4367 -1.5613
C 2.8422 -2.2899 -2.6095
C 4.6584 -1.7723 -1.0822
H 3.3883 2.1948 0.7734
H 1.9704 1.1494 1.0498
H 1.9846 2.3446 -0.3133
H 3.8275 2.1335 -1.8843
H 4.4385 0.5222 -2.2640
H 5.1131 1.4234 -0.8888
H 2.3209 -3.1173 0.1128
H 1.1704 -5.2650 -0.1586
H -1.1201 -5.3343 -1.0916
H -2.3697 -3.2266 -1.3914
H -5.0853 -1.0255 -0.2673
H -4.9827 -1.1955 1.5044
H -4.8117 -2.6148 0.4629
H -1.4222 -1.4634 1.6054
H -2.1688 -3.0386 1.2676
H -2.9162 -1.9242 2.4335
H -2.5959 0.4385 -2.9482
H -1.8835 1.6952 -1.8852
H -3.5528 1.8678 -2.5065
H -4.1407 0.9184 0.9007
H -4.7249 1.9269 -0.4383
H -3.0719 2.1452 0.1989
H 1.8511 -1.9706 -2.9218
H 2.7862 -3.3382 -2.2952
H 3.5200 -2.2209 -3.4662
H 4.8923 -1.2023 -0.1888
H 5.4237 -1.5825 -1.8394
H 4.6969 -2.8378 -0.8313
Br 0.2145 7.0208 3.4710
C -0.0481 5.2136 2.9944
C -0.2211 4.2445 3.9843
Br -0.1934 4.7471 5.8053
C -0.3969 2.9193 3.6204
Br -0.5628 1.5472 4.9126
C -0.4635 2.5066 2.2800
O -0.6798 1.2851 1.9562
C -0.2705 3.5121 1.2539
O -0.2611 3.1714 0.0170
C -0.0578 4.8391 1.6632
Br 0.2581 6.0881 0.2811
*
```

The value obtained for the HOMO energy (alpha / beta) is -7.0 / -7.0 eV. The calculation puts the largest force on an atom at 2.24 eV/Å. The value obtained for the total energy is -319950.9986 eV. The frontier orbital gap (alpha / beta) is 0.1904 / 0.1918 Ha.

In the Mulliken picture, each atom carries the following charge in e: Pd 0.121; C -1.407; N 0.218; C -1.152; C 0.488; N 0.008; C -0.302; C -0.188; C -0.673; C -0.696; C -0.206; C -0.316; N -0.778; C 1.270; N 0.376; C -1.276; C -0.924; N -0.101; C -0.774; C -0.933; N 0.243; C -1.057; C -1.272; H 0.322; H 0.381; H 0.508; H 0.367; H 0.412; H 0.312; H 0.580; H 0.442; H 0.406; H 0.412; H 0.396; H 0.391; H 0.364; H 0.167; H 0.258; H 0.404; H 0.310; H 0.245; H 0.314; H 0.312; H 0.396; H 0.157; H 0.372; H 0.355; H 0.359; H 0.376; H 0.377; H 0.383; Br -0.160; C 0.154; C 0.169; Br -0.159; C -0.040; Br -0.140; C 0.122; O -0.241; C 0.679; O -0.891; C -0.113; Br -0.126

=====

DFT (ωB97M-V with the def2-TZVPD basis set) results for a 3-piece molecular cluster, C17H16F17NO5 overall.

Structure (ORCA input):
```
! RIJCOSX wB97M-V def2-TZVPD def2/J DEFGRID3
* xyz 0 1
C -0.0824 -0.2630 1.3007
C 0.6271 -1.3363 0.2756
F 0.8703 -2.6368 0.9661
C 2.0061 -0.8050 -0.4273
C 3.2215 -0.1268 0.0964
C 3.5023 0.2542 1.6656
N 4.3448 -0.9295 2.2147
C 4.1727 0.1695 -1.2254
O 5.0859 1.1417 -1.4425
O 3.8350 -0.9397 -2.1536
C 2.3560 -1.0552 -2.0193
O 1.5536 -1.3771 -3.0360
H -0.1778 0.8322 0.9005
H -1.1951 -0.6516 1.4850
H 0.4441 -0.3437 2.3608
H -0.1706 -1.5363 -0.5890
H 4.1204 1.2549 1.7157
H 2.5033 0.3652 2.2531
H 3.8975 -1.2301 3.1247
H 5.3391 -0.6054 2.3850
F 1.5784 3.8878 4.5667
C 1.4486 2.5429 4.5754
F 2.3910 2.0629 3.7183
C 0.0575 2.0854 4.1538
F -0.2053 2.4164 2.8618
F 0.0296 0.7144 4.1949
C -1.0896 2.5866 5.0450
O -1.7860 3.7493 4.5870
C -1.1702 4.9965 4.9057
F -0.1898 4.7854 5.8161
F -2.1223 5.7260 5.5485
C -0.6857 5.7576 3.6659
F 0.1892 5.0219 2.9324
F -0.0340 6.8991 4.0151
H 1.6995 2.1772 5.5768
H -1.8520 1.7979 5.0414
H -0.7948 2.6747 6.0976
H -1.5255 6.0251 3.0153
F -3.7585 -4.0677 -4.3688
C -3.5001 -3.2074 -3.3594
F -4.7053 -2.7214 -2.9542
C -2.5773 -2.0701 -3.7801
F -3.1573 -1.2809 -4.7227
F -2.3790 -1.2581 -2.6922
C -1.1898 -2.5078 -4.2748
O -1.0262 -2.6111 -5.6923
C -1.4733 -3.8359 -6.2722
F -1.7063 -4.7332 -5.2847
F -0.4130 -4.3226 -6.9728
C -2.6714 -3.6502 -7.2109
F -3.7218 -3.0660 -6.5784
F -3.1178 -4.8466 -7.6786
H -3.0764 -3.7726 -2.5225
H -0.4915 -1.7145 -3.9809
H -0.8217 -3.4003 -3.7547
H -2.4059 -3.0220 -8.0683
*
```

The value obtained for the HOMO energy is -10.3 eV. As for the SMILES: C[C@H](F)C1=C(CN)C(=O)OC1=O.FC(F)C(F)(F)COC(F)(F)C(F)F.FC(F)C(F)(F)COC(F)(F)C(F)F. The calculation puts the largest force on an atom at 9.80 eV/Å. The value obtained for the total energy is -75806.7916 eV. The frontier orbital gap is 0.3229 Ha. The energy relative to the best compared isomer or geometry (same formula, charge and spin) is 0.0 kJ/mol.

In the Mulliken picture, each atom carries the following charge in e: C -0.864; C 0.772; F -0.353; C 0.154; C 0.455; C 0.162; N -0.601; C 0.277; O -0.521; O -0.226; C 0.014; O -0.461; H 0.323; H 0.349; H 0.033; H -0.114; H 0.377; H -0.341; H 0.259; H 0.258; F -0.211; C -0.022; F -0.200; C 1.147; F -0.251; F -0.359; C -0.904; O -0.407; C 0.734; F -0.267; F -0.295; C 0.196; F -0.197; F -0.261; H 0.283; H 0.445; H 0.346; H 0.246; F -0.219; C 0.081; F -0.286; C 0.903; F -0.291; F -0.319; C -0.627; O -0.406; C 0.719; F -0.278; F -0.292; C 0.217; F -0.210; F -0.260; H 0.278; H 0.385; H 0.394; H 0.234

=====

DFT (ωB97M-V with the def2-TZVPD basis set) results for C50H45BrCl3FeN4O3P2S2 as an isolated structure.

Structure (ORCA input):
```
! RIJCOSX wB97M-V def2-TZVPD def2/J DEFGRID3
* xyz 2 2
Fe 0.2408 -0.1037 1.5521
Br 2.6595 1.5316 3.5134
C 1.2469 0.6300 4.3619
C 1.1586 0.5842 5.7435
C 0.1163 -0.1335 6.3070
C -0.7866 -0.7936 5.4820
C -0.6158 -0.6896 4.1216
N 0.3741 0.0318 3.5660
C -1.4945 -1.4217 3.1484
O -2.3832 -2.1381 3.5121
O -1.1671 -1.2287 1.8762
H 1.8932 1.0930 6.3501
H 0.0193 -0.1883 7.3831
H -1.6021 -1.3902 5.8655
C 2.3806 -7.1941 -0.6938
S 3.5829 -5.8602 -0.8764
C 2.8467 -4.9065 -2.2355
C 2.3442 -3.5276 -1.8133
C 1.2011 -3.6335 -0.8143
N 0.8964 -2.3963 -0.0692
P 0.0826 -0.9772 -0.5420
C 0.8877 -0.1636 -1.9256
C 1.7378 0.9077 -1.6621
C 2.4948 1.4702 -2.6785
C 2.4014 0.9608 -3.9661
C 1.5304 -0.0888 -4.2435
C 0.7715 -0.6481 -3.2305
C -1.5382 -1.4778 -1.1305
C -2.2168 -0.6848 -2.0597
C -3.4929 -1.0397 -2.4682
C -4.0931 -2.1843 -1.9596
C -3.4231 -2.9707 -1.0322
C -2.1542 -2.6132 -0.6076
P 1.6546 -1.8882 1.3499
C 3.4175 -1.6495 1.1320
C 4.2393 -2.7806 1.1464
C 5.5915 -2.6560 0.8753
C 6.1320 -1.4056 0.6024
C 5.3205 -0.2784 0.5905
C 3.9654 -0.4008 0.8487
C 1.4325 -3.1115 2.6319
C 0.3328 -3.9685 2.5762
C 0.0837 -4.8378 3.6262
C 0.9213 -4.8430 4.7334
C 2.0118 -3.9835 4.7953
C 2.2724 -3.1149 3.7479
H 2.7546 -7.8487 0.0913
H 2.3035 -7.7702 -1.6136
H 1.3976 -6.8237 -0.4033
H 2.0393 -5.5039 -2.6639
H 3.5995 -4.7958 -3.0146
H 2.0318 -2.9802 -2.7026
H 3.1651 -2.9592 -1.3680
H 1.4618 -4.3842 -0.0623
H 0.2819 -3.9709 -1.2996
H 1.7893 1.3280 -0.6629
H 3.1473 2.3072 -2.4683
H 2.9942 1.3929 -4.7619
H 1.4382 -0.4667 -5.2525
H 0.0880 -1.4577 -3.4599
H -1.7513 0.1977 -2.4853
H -4.0127 -0.4253 -3.1910
H -5.0855 -2.4650 -2.2866
H -3.8934 -3.8593 -0.6334
H -1.6483 -3.2081 0.1399
H 3.8255 -3.7622 1.3423
H 6.2204 -3.5362 0.8742
H 7.1904 -1.3086 0.3990
H 5.7452 0.6944 0.3813
H 3.3412 0.4838 0.8349
H -0.3309 -3.9471 1.7220
H -0.7698 -5.5006 3.5842
H 0.7257 -5.5227 5.5524
H 2.6662 -3.9974 5.6567
H 3.1300 -2.4545 3.7934
Cl -1.7050 1.2703 -5.8501
C -2.1098 2.1571 -4.4216
C -3.4460 2.3564 -4.1012
C -3.7633 3.0655 -2.9574
C -2.7752 3.5871 -2.1236
C -3.1851 4.4013 -0.9143
C -3.5617 3.5391 0.2901
N -2.3736 2.9761 0.9263
C -1.6094 3.5986 1.8871
C -0.5739 2.7661 2.1509
N -0.6933 1.6380 1.3579
C -1.7953 1.8128 0.6338
O -4.3316 5.1706 -1.1657
C -4.1107 6.3603 -1.9335
C -2.9816 7.1968 -1.4113
C -2.8807 7.6561 -0.1307
Cl -4.0025 7.3954 1.1422
S -1.4449 8.5468 0.1466
C -0.9434 8.3149 -1.4727
C -1.8436 7.5830 -2.1792
C -1.4486 3.3603 -2.4747
Cl -0.1521 3.9722 -1.4785
C -1.0988 2.6512 -3.6157
H -4.2194 1.9750 -4.7542
H -4.8010 3.2627 -2.7158
H -2.3459 5.0357 -0.6167
H -4.2281 2.7202 0.0209
H -4.0693 4.1790 1.0092
H -1.8686 4.5683 2.2779
H 0.2363 2.9085 2.8420
H -2.2146 1.1035 -0.0642
H -5.0601 6.8902 -1.8792
H -3.9202 6.1062 -2.9812
H -0.0183 8.7469 -1.8185
H -1.7215 7.3322 -3.2243
H -0.0592 2.5023 -3.8731
*
```

The value obtained for the HOMO energy (alpha / beta) is -12.4 / -12.4 eV. The calculation puts the largest force on an atom at 0.61 eV/Å. The value obtained for the total energy is -246918.5820 eV. The frontier orbital gap (alpha / beta) is 0.2131 / 0.2313 Ha. The energy relative to the best compared isomer or geometry (same formula, charge and spin) is 0.0 kJ/mol.

Results of the Mulliken charge analysis, in e, for atoms 1 through 99: Fe -0.465; Br 0.011; C 0.195; C -0.811; C -0.618; C -0.847; C 0.612; N 0.737; C 0.154; O -0.643; O -0.266; H 0.542; H 0.475; H 0.601; C -0.909; S -0.046; C -1.135; C 0.155; C -0.734; N 0.885; P 1.094; C 1.009; C -0.478; C -1.148; C -0.775; C -1.031; C -0.503; C 0.794; C -0.181; C -0.733; C -1.004; C -0.927; C -0.994; P 1.480; C 0.749; C -0.792; C -0.813; C -0.737; C -1.096; C -0.218; C 1.217; C -0.588; C -0.749; C -0.758; C -0.789; C -0.762; H 0.384; H 0.325; H 0.252; H 0.496; H 0.500; H 0.133; H 0.216; H 0.141; H 0.560; H 0.733; H 0.529; H 0.468; H 0.539; H 0.621; H 0.617; H 0.563; H 0.437; H 0.492; H 0.310; H 0.679; H 0.495; H 0.447; H 0.496; H 0.287; H -0.058; H 0.524; H 0.451; H 0.509; H 0.542; Cl -0.193; C 0.393; C -1.333; C -0.106; C -0.244; C 0.012; C -1.936; N 0.227; C -1.020; C -0.766; N 0.869; C -0.963; O -0.451; C -0.895; C 0.190; C 0.862; Cl -0.175; S -0.169; C -0.468; C -0.717; C 1.071; Cl -0.162; C -0.883; H 0.515

=====

Which formula does entry 2 have?
C12H35N3O5Ti